(1)
Density functional theory data (wB97M-V/def2-TZVPD) for a structure of composition C45H39Cl2CrN2O2P2S.

Last column: Löwdin spin population.
Geometry (Å):
Cr 0.08 -0.18 -1.62  3.0017
N -0.62 -2.25 -1.16  0.0036
C -0.09 -3.04 -2.26  -0.0021
C -0.68 -4.23 -2.63  0.0010
C -0.23 -4.91 -3.75  -0.0054
C 0.82 -4.39 -4.49  0.0008
C 1.42 -3.20 -4.11  -0.0060
C 1.00 -2.50 -2.98  -0.0048
C 1.53 -1.18 -2.57  -0.0652
C 2.78 -0.82 -2.93  0.0421
C 3.47 0.43 -2.64  0.0023
C 3.06 1.69 -2.52  0.0232
C 1.72 2.27 -2.77  0.0085
C 0.44 1.57 -2.51  -0.0344
H -1.64 -2.20 -1.24  0.0013
H -0.42 -2.69 -0.26  0.0023
H -1.52 -4.61 -2.06  0.0002
H -0.71 -5.83 -4.06  -0.0004
H 1.15 -4.89 -5.39  0.0001
H 2.22 -2.79 -4.72  -0.0002
H 3.43 -1.56 -3.40  0.0005
H 4.55 0.29 -2.54  0.0000
H 3.82 2.44 -2.32  0.0012
H 1.72 2.97 -3.60  0.0006
C -0.58 1.57 1.64  0.0016
C 0.94 1.41 1.47  0.0017
P 1.50 0.04 0.36  0.0102
C 3.33 0.32 0.43  0.0006
C 4.19 -0.70 0.06  -0.0009
C 5.56 -0.56 0.17  0.0004
C 6.11 0.62 0.66  -0.0017
C 5.26 1.65 1.03  0.0005
C 3.88 1.51 0.91  -0.0014
C 1.57 -1.49 1.39  0.0013
C 1.75 -2.70 0.73  -0.0002
C 1.91 -3.88 1.44  0.0001
C 1.90 -3.86 2.82  -0.0002
C 1.73 -2.66 3.49  0.0001
C 1.56 -1.48 2.78  -0.0005
P -1.42 0.10 2.44  0.0007
C -3.05 0.16 1.58  -0.0001
C -3.56 -1.18 1.26  0.0001
C -4.29 -1.57 0.22  0.0001
C -4.67 -0.80 -1.01  0.0000
C -4.71 1.42 0.22  0.0000
C -3.62 1.32 1.25  0.0003
C -1.83 0.80 4.09  0.0002
C -3.12 0.78 4.62  0.0000
C -3.36 1.25 5.91  0.0000
C -2.32 1.72 6.69  0.0000
C -1.03 1.73 6.18  0.0000
C -0.79 1.27 4.89  0.0000
H -1.03 1.71 0.65  0.0012
H -0.79 2.46 2.23  0.0000
H 1.45 1.36 2.44  -0.0005
H 1.31 2.30 0.94  -0.0002
H 3.80 -1.62 -0.35  0.0003
H 6.21 -1.37 -0.13  0.0001
H 7.18 0.73 0.75  -0.0001
H 5.67 2.58 1.40  0.0001
H 3.26 2.34 1.20  -0.0001
H 1.77 -2.72 -0.36  -0.0002
H 2.06 -4.81 0.91  0.0000
H 2.03 -4.78 3.39  0.0000
H 1.72 -2.63 4.57  0.0000
H 1.44 -0.55 3.32  0.0000
H -3.31 -1.93 2.01  0.0000
H -4.65 -2.60 0.20  0.0000
H -5.74 -0.90 -1.16  0.0000
H -4.92 2.45 -0.01  0.0000
H -3.21 2.25 1.61  0.0000
H -3.95 0.42 4.03  0.0000
H -4.37 1.24 6.30  0.0000
H -2.51 2.08 7.69  0.0000
H -0.21 2.10 6.78  0.0000
H 0.22 1.28 4.50  0.0000
S -0.97 0.08 -3.99  -0.0379
C -0.54 1.65 -3.58  -0.0009
C -1.11 2.78 -4.23  -0.0023
C -1.10 4.05 -3.75  0.0012
C -0.55 4.55 -2.53  -0.0001
C 0.26 3.95 -1.63  0.0009
N 0.89 2.71 -1.64  0.0097
H -1.72 2.56 -5.10  -0.0009
H -1.69 4.77 -4.30  0.0001
H -0.89 5.54 -2.24  0.0000
H 0.42 4.48 -0.69  0.0003
Cl -3.98 -1.71 -2.43  0.0004
C -4.29 0.68 -1.08  -0.0008
Cl -6.28 0.80 0.89  -0.0001
C -2.77 1.05 -1.28  0.0077
O -2.54 2.23 -1.53  0.0100
O -1.88 0.16 -1.07  0.0280
H -4.81 1.13 -1.92  0.0000

Results
- frontier orbital gap (spin up / spin down) (eV) = 7.008 / 7.031
- multiplicity = 4
- charge = 0
- LUMO (spin up / spin down) (hartree) = -0.0238 / -0.0248
- ΔE to the lowest compared entry with this formula, charge and spin (kcal/mol) = 146.0
- largest force on an atom (eV Å⁻¹) = 1.543



(2)
Density functional theory data (wB97M-V/def2-TZVPD) for a structure of composition C21H42HgN3O8.

Last column: Löwdin charge in e.
Geometry (Å):
Hg -0.35 0.17 -0.39  0.1976
C 4.34 1.15 -3.88  -0.0907
C 3.07 0.65 -4.61  -0.6036
C 3.44 -0.61 -5.37  -0.1027
O 1.87 0.49 -3.86  -0.2200
H 5.18 1.43 -4.51  0.0618
H 4.70 0.40 -3.18  0.0637
H 4.05 2.01 -3.28  0.0658
H 2.81 1.41 -5.35  0.1185
H 4.37 -0.49 -5.93  0.0618
H 2.60 -0.90 -6.01  0.0656
H 3.59 -1.42 -4.66  0.0625
C -0.29 1.26 6.07  0.1165
C 0.46 2.05 6.99  -0.3077
C 1.76 2.86 6.55  -0.2957
O 2.43 3.40 7.44  0.0706
C 2.10 2.81 5.13  0.0978
C 1.32 2.15 4.24  -0.3159
C 0.12 1.39 4.76  -0.3359
O -0.59 0.72 3.94  0.0373
O 1.72 2.08 2.98  0.0137
O 0.14 2.02 8.20  0.0549
H -1.26 0.89 6.37  0.1388
H 2.93 3.41 4.78  0.1308
C -4.87 -2.36 0.04  -0.0886
C -3.89 -2.82 -0.97  -0.4565
C -4.01 -2.32 -2.42  -0.1808
O -3.68 -0.92 -2.32  -0.2301
C -3.79 -0.36 -3.62  -0.1184
N -2.54 -2.62 -0.38  0.0241
H -4.79 -2.67 1.09  0.0780
H -5.91 -2.47 -0.28  0.0767
H -4.69 -1.29 0.14  0.0825
H -4.11 -3.88 -1.09  0.1181
H -5.07 -2.39 -2.66  0.1192
H -3.36 -2.91 -3.06  0.1249
H -4.77 -0.45 -4.08  0.0739
H -3.08 -0.87 -4.27  0.0867
H -3.62 0.72 -3.54  0.0863
H -2.58 -2.88 0.59  0.0573
H -2.02 -3.42 -0.72  0.0626
C 4.23 -3.37 1.55  -0.0908
C 4.37 -3.24 0.10  -0.4685
C 5.36 -4.19 -0.53  -0.1836
O 4.85 -5.51 -0.25  -0.2057
C 5.47 -6.54 -0.98  -0.1170
N 3.11 -3.41 -0.57  0.0517
H 5.16 -3.09 2.05  0.0784
H 4.00 -4.37 1.92  0.0794
H 3.53 -2.73 2.08  0.0873
H 4.61 -2.18 0.01  0.1462
H 6.31 -4.04 -0.03  0.1213
H 5.47 -4.04 -1.60  0.1227
H 5.10 -7.51 -0.65  0.0850
H 6.55 -6.49 -0.87  0.0839
H 5.20 -6.46 -2.03  0.0829
H 3.37 -3.28 -1.54  0.0637
H 2.91 -4.40 -0.70  0.0641
C -2.88 5.97 0.05  -0.0935
C -3.21 4.55 0.49  -0.4375
C -4.69 4.25 0.35  -0.1531
O -5.39 4.77 1.55  -0.2008
C -5.05 4.11 2.75  -0.1189
N -2.37 3.80 -0.45  0.0193
H -1.81 6.13 0.17  0.0730
H -3.17 6.75 0.76  0.0708
H -3.25 6.23 -0.94  0.0835
H -2.73 4.35 1.46  0.1357
H -4.72 3.18 0.16  0.1196
H -5.02 4.80 -0.53  0.1198
H -4.79 3.06 2.65  0.0997
H -5.85 4.46 3.41  0.0869
H -4.22 4.67 3.17  0.0740
H -1.53 4.36 -0.49  0.0552
H -2.66 4.00 -1.40  0.0643

Results
- frontier orbital gap (eV) = 1.544
- charge = -1
- LUMO (hartree) = -0.0869
- ΔE to the lowest compared entry with this formula, charge and spin (kcal/mol) = 219.7
- largest force on an atom (eV Å⁻¹) = 5.673